16
Properties=species:S:1:pos:R:3:forces:R:3 method="wB97M-V/def2-TZVPD" e_tot_ha=-685.95900 max_force_ha_per_bohr=0.0696 homo_lumo_gap_ev=9.99 mol_weight_g_mol=119.189 total_charge=0 smiles="O=CNCCCS" e_above_lowest_kj_mol=157.40
C 0.339084 -0.381602 -0.520700 -0.8 2.4 0.9
N -0.194646 0.326103 -1.677404 0.8 -0.2 -0.4
C -0.095621 -0.090621 -2.972057 -1.6 0.4 -1.1
O -0.245565 0.603261 -3.960063 0.4 0.9 0.5
C 0.706801 0.746784 0.630987 -0.5 -1.9 -1.5
C 0.827043 -0.100110 1.836418 0.8 -2.1 2.7
S -0.716515 -0.443893 2.864364 0.2 0.5 -0.5
H -0.455671 -0.990310 -0.095302 -0.1 0.0 0.3
H 1.129991 -1.067805 -0.762781 0.8 0.1 -0.1
H -0.228774 1.323376 -1.533617 -0.1 0.1 -0.5
H -0.160442 -1.140743 -3.236503 0.7 -1.0 1.1
H 1.627894 1.346952 0.507663 -0.4 -0.5 -0.5
H -0.131634 1.426525 0.764829 -0.1 0.1 -0.3
H 1.136502 -1.155082 1.582223 0.1 1.3 0.1
H 1.540237 0.284039 2.588492 -0.2 -0.1 -0.5
H -0.069893 -0.709917 4.013199 0.0 0.1 -0.2

16
Properties=species:S:1:pos:R:3:forces:R:3 method="wB97M-V/def2-TZVPD" e_tot_ha=-627.85826 max_force_ha_per_bohr=0.1021 homo_lumo_gap_ev=8.54 mol_weight_g_mol=106.194 total_charge=0 e_above_lowest_kj_mol=358.04
C -2.744784 0.231719 0.424023 2.9 0.4 0.0
C 2.147687 0.976379 0.746928 -0.3 -3.9 -3.5
C 0.476113 0.032320 -1.229688 0.5 2.6 2.1
N 1.724793 -1.629485 0.592078 0.4 -0.2 0.4
N -2.742025 -0.751667 -0.339555 -0.5 -1.4 -0.8
S 0.830535 -0.339574 0.626971 1.2 0.8 -2.0
H -3.621008 0.691768 0.752198 -1.3 1.0 0.9
H -3.700018 -1.065951 -0.527662 0.2 0.0 -0.1
H -1.708842 0.612661 0.687187 -1.5 0.0 0.1
H 1.573352 1.822138 0.805263 -0.9 2.7 -1.0
H 2.552831 0.889269 1.665498 1.8 -0.7 3.0
H 2.873545 0.653713 -0.115549 -1.4 1.4 1.7
H 0.946974 -0.675307 -1.842845 1.2 -1.0 -0.4
H -0.566781 -0.145123 -1.306002 -1.1 0.5 -0.4
H 0.872602 1.095149 -1.408838 -1.1 -1.6 -0.1
H 1.085023 -2.398005 0.469993 -0.2 -0.6 0.3

48
Properties=species:S:1:pos:R:3:forces:R:3 method="wB97M-V/def2-TZVPD" e_tot_ha=-1809.98760 max_force_ha_per_bohr=0.0502 homo_lumo_gap_ev="7.37 / 8.70" mol_weight_g_mol=606.334 total_charge=0 multiplicity=3 e_above_lowest_kj_mol=0.08
H 0.600775 3.292505 0.230876 0.1 -0.5 -0.3
N 0.559097 1.729451 -1.239566 0.1 2.0 -0.9
B 0.350533 0.400446 -3.371080 -0.1 -0.3 1.1
N 0.680584 1.705070 -2.599779 0.4 0.5 0.9
C 1.003671 2.944402 -3.005415 -0.2 -0.1 0.4
Pt 0.151082 0.055966 -0.178371 -0.5 0.0 2.2
H 1.142983 3.125094 -4.056408 0.1 0.2 0.0
C 1.045485 3.770604 -1.884548 0.1 0.5 -1.4
H 1.276127 4.814223 -1.893150 0.0 0.3 0.1
C 0.722305 2.982854 -0.805932 0.2 -0.5 -0.1
H 0.410893 0.518011 -4.555425 0.0 0.0 0.0
C -1.351495 -1.663297 1.509149 -0.2 -0.8 0.1
H -1.276736 -1.966072 2.561166 0.2 0.1 -0.3
H -0.439104 -1.930617 0.945589 -0.3 -0.3 0.4
H -2.214327 -2.153923 1.052699 0.2 -0.1 0.0
N -1.079565 0.009739 -2.884037 -1.2 -0.3 0.9
N 1.275297 -0.717377 -2.820297 0.5 -0.4 0.7
N -1.344520 -0.133993 -1.539351 -1.9 -0.5 -1.2
N 1.356367 -0.910970 -1.468534 1.6 -1.5 -1.3
C -2.219934 -0.193970 -3.576195 0.3 0.1 0.9
C 2.108283 -1.586127 -3.424124 -0.1 0.1 0.4
H -2.216408 -0.139031 -4.654725 -0.1 0.0 0.1
H 2.161758 -1.612442 -4.508322 0.1 0.0 0.3
C -3.234984 -0.456966 -2.662620 -0.7 -0.2 -0.2
C 2.737225 -2.335924 -2.432480 0.2 -0.2 -1.0
C -2.667696 -0.418793 -1.384421 1.5 0.4 -1.4
C 2.238805 -1.896109 -1.219807 -0.5 0.8 -0.8
H -4.280118 -0.655276 -2.890631 0.4 0.1 0.0
H 3.469629 -3.105021 -2.591946 0.0 -0.1 0.0
H -3.125387 -0.583219 -0.410946 0.3 0.1 -0.4
H 2.470369 -2.211663 -0.214753 -0.2 0.2 0.0
H -1.506069 -0.599393 1.427917 -0.2 0.4 0.4
O 2.082391 -2.006298 1.783856 -0.7 1.3 1.1
C 1.775609 -0.914885 2.275029 0.3 0.7 -1.6
N 1.361724 0.206852 1.535858 0.4 -0.2 0.0
S 1.275731 1.643340 2.391795 0.1 -1.5 -0.2
O 2.420335 2.481971 2.139996 -0.5 -0.2 0.1
O -0.048726 2.215448 2.260626 0.5 -0.1 -0.1
C 1.403040 0.783560 3.916384 -0.2 0.1 1.3
C 1.065701 1.267083 5.177797 0.3 -0.4 0.1
C 1.045851 0.348200 6.245648 0.1 0.2 -0.4
C 1.378812 -0.999332 6.033153 0.0 0.3 0.2
C 1.733489 -1.454436 4.766659 0.2 0.4 -0.3
C 1.730045 -0.549286 3.708270 -0.3 -0.2 0.8
H 0.825937 2.321362 5.309861 0.0 -0.3 0.1
H 0.761550 0.688199 7.246064 0.1 -0.1 -0.4
H 1.339426 -1.695053 6.871257 0.0 0.2 -0.2
H 2.006961 -2.479208 4.538812 -0.2 0.0 0.2